1.
C29H59FN18O32 | wB97M-V/def2-TZVPD

Each line ends with the Löwdin charge.
Positions of all 139 atoms, in Å:
C1 -3.615 1.280 0.106  -0.03
C2 -3.690 0.440 -1.237  -0.32
C3 -5.004 0.573 -2.061  -0.02
N1 -2.660 -0.304 -1.480  0.15
C4 -2.520 -0.677 -2.849  -0.16
C5 -2.880 -1.943 -3.523  -0.08
C6 -3.537 -3.212 -2.927  0.00
N2 -2.462 -1.734 -4.856  0.13
C7 -2.563 -2.644 -6.026  -0.65
O1 -3.294 -2.227 -6.946  -0.01
O2 -1.975 -3.786 -6.088  -0.05
C8 -1.886 -0.504 -5.103  -0.17
F1 -1.397 -0.035 -6.258  0.18
N3 -1.942 0.104 -3.858  0.08
C9 -1.362 1.440 -3.827  -0.16
C10 0.066 1.603 -3.489  0.01
C11 0.742 2.918 -3.477  -0.04
C12 -0.101 4.085 -3.838  -0.06
C13 -1.544 3.927 -4.171  -0.05
C14 -2.199 2.602 -4.174  0.01
H1 -2.675 1.884 0.185  0.09
H2 -3.700 0.552 0.965  0.05
H3 -4.503 1.962 0.176  0.08
H4 -5.354 1.648 -1.949  0.09
H5 -5.825 -0.044 -1.588  0.09
H6 -4.914 0.391 -3.162  0.08
H7 -4.126 -3.009 -1.979  0.04
H8 -2.759 -4.006 -2.714  0.08
H9 -4.275 -3.710 -3.629  0.10
H10 0.622 0.665 -3.258  0.08
H11 1.832 3.025 -3.228  0.09
H12 0.386 5.090 -3.872  0.09
H13 -2.095 4.884 -4.457  0.08
H14 -3.278 2.479 -4.451  0.11
C15 -5.418 -3.050 1.717  0.06
N4 -5.338 -2.174 0.519  -0.39
O3 -5.259 -2.716 -0.570  0.04
O4 -5.359 -0.976 0.714  0.06
H15 -5.389 -4.087 1.393  0.10
H16 -4.563 -2.819 2.349  0.10
H17 -6.355 -2.829 2.223  0.10
C16 3.718 -1.323 -1.402  0.05
N5 2.467 -0.641 -1.821  -0.42
O5 1.570 -1.340 -2.268  0.04
O6 2.420 0.566 -1.690  0.06
H18 3.611 -2.388 -1.577  0.07
H19 4.531 -0.914 -1.998  0.11
H20 3.864 -1.119 -0.344  0.08
C17 5.407 3.531 -4.999  0.04
N6 5.039 2.486 -4.007  -0.45
O7 5.215 1.325 -4.325  0.06
O8 4.587 2.870 -2.946  0.05
H21 5.793 3.045 -5.891  0.09
H22 4.506 4.098 -5.227  0.10
H23 6.166 4.163 -4.544  0.10
C18 -1.192 1.593 3.666  0.04
N7 -2.036 0.453 3.224  -0.43
O9 -3.243 0.604 3.251  0.05
O10 -1.457 -0.557 2.863  0.04
H24 -1.838 2.417 3.956  0.05
H25 -0.598 1.252 4.510  0.08
H26 -0.559 1.877 2.826  0.11
C19 3.206 -5.022 -3.943  0.05
N8 4.238 -5.021 -2.871  -0.45
O11 5.135 -4.204 -2.957  0.05
O12 4.107 -5.842 -1.981  0.05
H27 3.449 -4.244 -4.662  0.10
H28 3.223 -6.002 -4.415  0.10
H29 2.244 -4.827 -3.474  0.10
C20 4.886 -3.633 2.728  0.04
N9 4.987 -2.765 1.527  -0.42
O13 5.034 -3.315 0.441  0.05
O14 5.017 -1.562 1.715  0.06
H30 4.870 -4.671 2.408  0.09
H31 5.756 -3.435 3.349  0.09
H32 3.963 -3.375 3.246  0.10
C21 -0.717 5.847 4.575  0.04
N10 -1.677 4.760 4.241  -0.43
O15 -2.064 4.686 3.091  0.08
O16 -2.008 4.016 5.150  0.04
H33 -0.518 6.417 3.682  0.06
H34 -1.179 6.470 5.338  0.10
H35 0.193 5.378 4.945  0.11
C22 -5.816 5.473 -5.391  0.05
N11 -4.790 5.509 -4.314  -0.44
O17 -3.908 6.349 -4.404  0.04
O18 -4.906 4.695 -3.419  0.06
H36 -5.588 6.250 -6.115  0.10
H37 -5.773 4.488 -5.854  0.07
H38 -6.784 5.650 -4.927  0.10
C23 -5.275 0.364 -7.983  0.05
N12 -5.712 1.455 -7.069  -0.44
O19 -6.444 1.157 -6.146  0.06
O20 -5.300 2.579 -7.313  0.03
H39 -5.713 -0.571 -7.647  0.10
H40 -5.621 0.615 -8.984  0.10
H41 -4.189 0.316 -7.941  0.09
C24 -0.258 -5.210 -0.554  0.04
N13 -1.489 -5.482 0.237  -0.45
O21 -2.531 -5.611 -0.375  0.06
O22 -1.361 -5.555 1.445  0.06
H42 -0.522 -5.172 -1.608  0.09
H43 0.141 -4.254 -0.221  0.10
H44 0.442 -6.020 -0.360  0.10
C25 -1.026 -1.958 6.573  0.05
N14 -0.822 -0.673 7.292  -0.43
O23 -0.810 0.348 6.626  0.05
O24 -0.679 -0.733 8.498  0.06
H45 -1.138 -1.753 5.511  0.09
H46 -0.148 -2.579 6.756  0.05
H47 -1.928 -2.418 6.974  0.11
C26 -0.822 10.111 4.044  0.05
N15 0.387 9.266 4.232  -0.42
O25 1.343 9.771 4.782  0.09
O26 0.328 8.120 3.816  0.02
H48 -0.627 11.097 4.459  0.10
H49 -1.016 10.173 2.975  0.10
H50 -1.645 9.628 4.567  0.10
C27 2.749 -3.194 8.565  0.05
N16 2.417 -3.978 7.348  -0.42
O27 3.052 -4.990 7.141  0.09
O28 1.522 -3.543 6.638  0.03
H51 3.555 -3.693 9.094  0.10
H52 3.055 -2.207 8.244  0.06
H53 1.853 -3.149 9.182  0.11
C28 5.211 0.387 6.689  0.05
N17 4.874 -0.642 7.709  -0.44
O29 5.008 -1.812 7.394  0.05
O30 4.487 -0.241 8.789  0.08
H54 5.539 -0.114 5.783  0.10
H55 4.312 0.972 6.504  0.10
H56 6.007 1.006 7.099  0.10
C29 8.359 -5.805 0.076  0.05
N18 8.216 -4.648 0.997  -0.44
O31 7.559 -4.814 2.011  0.04
O32 8.765 -3.616 0.671  0.07
H57 7.820 -6.652 0.492  0.10
H58 7.938 -5.513 -0.885  0.10
H59 9.421 -6.027 -0.010  0.10

Properties
LUMO energy = -0.397 eV

2.
C29H59IN3O8 | wB97M-V/def2-TZVPD

Each line ends with the Löwdin charge.
Positions of all 100 atoms, in Å:
C1 0.900 -4.040 -2.772  -0.11
O1 1.967 -4.984 -2.302  -0.23
C2 2.513 -4.297 -1.104  -0.23
C3 3.993 -4.884 -0.632  -0.15
C4 5.093 -3.691 -0.389  -0.21
C5 4.594 -2.474 0.589  -0.22
C6 5.080 -2.644 2.172  -0.20
C7 5.758 -1.222 2.655  -0.22
C8 4.672 -0.028 2.975  -0.21
C9 5.094 1.400 2.242  -0.19
C10 4.374 1.402 0.732  -0.21
C11 3.964 2.961 0.439  -0.18
C12 2.869 3.181 -0.762  -0.19
N1 2.845 2.108 -1.821  -0.06
C13 2.673 2.799 -3.154  -0.19
C14 2.505 1.802 -4.444  -0.28
C15 3.854 0.882 -4.767  -0.66
I1 3.275 -0.820 -6.034  0.70
C16 1.836 1.020 -1.570  -0.14
N2 2.220 -0.271 -1.957  0.26
N3 0.485 1.132 -0.917  -0.08
C17 0.521 1.065 0.585  -0.17
C18 -0.916 0.698 1.304  -0.16
C19 -1.951 -0.159 0.367  -0.16
C20 -1.452 -1.684 0.001  -0.18
O2 -2.678 -2.509 -0.117  -0.13
C21 -2.738 -3.216 -1.407  -0.14
O3 -3.238 -4.482 -1.380  -0.05
C22 -0.375 2.240 -1.464  -0.05
C23 -1.122 1.642 -2.829  -0.25
O4 -1.925 2.389 -3.598  0.01
O5 -0.949 0.229 -3.207  -0.03
H1 0.281 -3.722 -1.810  0.08
H2 0.208 -4.522 -3.595  0.12
H3 1.428 -3.065 -3.183  0.07
H4 2.601 -3.133 -1.334  0.09
H5 1.736 -4.412 -0.228  0.14
H6 3.910 -5.607 0.288  0.12
H7 4.384 -5.543 -1.539  0.13
H8 6.067 -4.158 0.074  0.11
H9 5.431 -3.213 -1.428  0.12
H10 5.080 -1.484 0.189  0.09
H11 3.437 -2.307 0.627  0.09
H12 4.185 -3.002 2.863  0.12
H13 5.896 -3.489 2.232  0.11
H14 6.320 -1.451 3.673  0.12
H15 6.519 -0.878 1.834  0.11
H16 4.674 0.152 4.155  0.12
H17 3.596 -0.367 2.664  0.10
H18 4.699 2.292 2.916  0.11
H19 6.259 1.521 2.192  0.12
H20 5.218 1.127 -0.066  0.12
H21 3.469 0.660 0.724  0.07
H22 3.639 3.533 1.423  0.12
H23 4.964 3.503 0.078  0.13
H24 3.194 4.187 -1.319  0.14
H25 1.841 3.421 -0.259  0.11
H26 3.682 3.410 -3.340  0.16
H27 1.822 3.634 -3.158  0.14
H28 2.392 2.511 -5.398  0.14
H29 1.517 1.177 -4.385  0.07
H30 4.463 0.597 -3.809  0.05
H31 4.575 1.553 -5.441  0.08
H32 3.212 -0.595 -1.925  0.14
H33 1.514 -0.952 -2.371  0.13
H34 0.941 2.009 1.131  0.13
H35 1.259 0.170 0.867  0.13
H36 -0.790 0.202 2.381  0.14
H37 -1.447 1.745 1.518  0.12
H38 -2.270 0.361 -0.632  0.11
H39 -2.951 -0.289 1.006  0.13
H40 -0.891 -2.082 0.976  0.15
H41 -0.801 -1.758 -0.969  0.10
H42 -2.431 -2.762 -2.453  0.17
H43 0.189 3.217 -1.773  0.13
H44 -1.259 2.574 -0.737  0.17
H45 -0.756 0.188 -4.190  0.13
C24 -7.231 3.022 4.726  -0.11
O6 -7.510 1.841 3.992  -0.21
C25 -8.788 1.860 3.358  -0.18
C26 -8.712 1.245 1.955  -0.17
O7 -8.024 2.048 0.987  -0.12
C27 -6.608 2.206 1.169  -0.17
C28 -5.790 0.928 0.948  -0.19
O8 -6.000 -0.004 2.009  -0.21
C29 -6.102 -1.344 1.557  -0.10
H46 -7.759 2.999 5.683  0.09
H47 -6.154 3.057 4.916  0.09
H48 -7.502 3.919 4.163  0.09
H49 -9.182 2.886 3.279  0.13
H50 -9.468 1.268 3.979  0.13
H51 -9.737 1.154 1.580  0.13
H52 -8.311 0.236 1.979  0.11
H53 -6.391 2.669 2.130  0.11
H54 -6.299 2.933 0.408  0.13
H55 -4.723 1.177 0.941  0.10
H56 -6.054 0.496 -0.023  0.13
H57 -6.768 -1.427 0.691  0.09
H58 -6.527 -1.944 2.365  0.09
H59 -5.110 -1.729 1.307  0.07

Properties
Charge = +1
LUMO energy = -5.023 eV

3.
C29H60AlCaCl3F5MgN2NbO8S | wB97M-V/def2-TZVPD

Each line ends with the Löwdin charge.
Positions of all 112 atoms, in Å:
C1 5.231 -3.194 2.897  -0.11
C2 5.508 -1.679 2.915  -0.23
C3 5.643 -1.066 1.501  -0.21
C4 4.382 -0.312 1.103  -0.23
C5 3.241 -1.296 0.807  -0.27
C6 2.348 -0.851 -0.365  -0.31
Nb1 0.835 0.697 0.068  1.77
C7 2.312 2.253 -0.820  -0.61
S1 1.846 3.902 -1.455  0.82
C8 0.110 3.904 -1.179  -0.64
C9 -0.260 4.560 0.137  -0.28
C10 1.396 1.025 2.243  -0.27
C11 2.090 2.268 2.697  -0.53
C12 3.029 2.141 3.860  -0.05
N1 1.880 3.439 2.234  0.12
C13 -0.735 -0.859 0.505  -0.25
C14 -1.013 -1.232 1.957  -0.34
O1 -1.353 -2.629 2.031  -0.01
C15 -2.219 -0.496 2.521  -0.60
F1 -2.031 0.820 2.708  0.10
F2 -2.583 -1.005 3.703  0.15
F3 -3.292 -0.629 1.710  0.10
C16 0.048 0.575 -2.117  -0.45
C17 0.982 -0.111 -3.088  -0.12
F4 -1.213 -0.065 -2.259  -0.16
H1 4.981 -3.557 1.905  0.05
H2 4.396 -3.420 3.561  0.06
H3 6.112 -3.720 3.241  0.04
H4 4.647 -1.200 3.386  0.08
H5 6.419 -1.497 3.473  0.09
H6 6.518 -0.420 1.465  0.10
H7 5.824 -1.882 0.804  0.11
H8 4.108 0.401 1.877  0.08
H9 4.611 0.221 0.178  0.10
H10 2.692 -1.568 1.707  0.09
H11 3.744 -2.206 0.482  0.10
H12 3.016 -0.438 -1.121  0.05
H13 1.890 -1.728 -0.823  0.05
H14 -0.548 1.994 0.408  -0.03
H15 3.116 2.389 -0.096  0.00
H16 2.765 1.745 -1.669  -0.03
H17 -0.359 4.486 -1.972  0.08
H18 -0.348 2.926 -1.233  -0.02
H19 0.561 5.078 0.622  0.09
H20 -0.616 3.789 0.843  -0.07
H21 -1.029 5.342 -0.022  0.05
H22 0.429 1.064 2.759  0.04
H23 1.897 0.159 2.677  0.04
H24 2.387 2.100 4.742  0.09
H25 3.567 1.199 3.853  0.06
H26 3.671 3.008 3.946  0.08
H27 1.181 3.347 1.501  -0.04
H28 -1.666 -0.458 0.112  0.03
H29 -0.506 -1.770 -0.035  0.07
H30 -0.199 -1.143 2.670  0.13
H31 -2.294 -2.746 1.868  0.08
H32 -0.072 1.588 -2.504  0.05
H33 1.934 0.402 -3.180  0.06
H34 1.137 -1.164 -2.875  0.06
H35 0.524 -0.059 -4.079  0.07
Mg1 -2.427 4.128 0.948  1.19
O2 7.375 -5.101 2.069  -0.32
H36 8.076 -5.731 2.196  -0.34
C18 -2.581 1.410 -4.719  -0.09
C19 -3.968 1.861 -5.149  -0.27
N2 -4.852 0.748 -5.443  -0.20
C20 -6.064 1.132 -6.140  -0.25
C21 -7.054 2.057 -5.420  -0.09
C22 -5.008 -0.219 -4.374  -0.25
C23 -5.504 0.284 -3.009  -0.08
H37 -2.148 0.727 -5.451  0.09
H38 -1.921 2.275 -4.638  0.08
H39 -2.587 0.917 -3.750  0.04
H40 -3.872 2.462 -6.057  0.12
H41 -4.378 2.535 -4.377  0.10
H42 -6.587 0.223 -6.451  0.11
H43 -5.762 1.619 -7.072  0.11
H44 -7.596 1.540 -4.628  0.05
H45 -7.799 2.420 -6.131  0.07
H46 -6.561 2.929 -4.991  0.07
H47 -4.044 -0.708 -4.217  0.11
H48 -5.669 -1.016 -4.727  0.11
H49 -4.964 1.172 -2.681  0.06
H50 -5.340 -0.491 -2.255  0.06
H51 -6.571 0.510 -3.013  0.05
C24 7.985 -9.409 1.616  -1.47
Cl1 7.095 -9.760 0.145  0.56
Cl2 9.156 -8.071 1.319  0.44
Cl3 6.922 -8.967 2.934  0.61
H52 8.546 -10.291 1.895  0.01
C25 -3.252 8.902 1.690  -0.11
C26 -3.169 7.405 2.007  -0.51
O3 -3.476 6.690 0.860  -0.33
H53 -4.255 9.176 1.366  0.07
H54 -3.014 9.480 2.587  0.07
H55 -2.542 9.177 0.911  0.07
H56 -3.835 7.230 2.872  0.09
H57 -2.159 7.239 2.428  0.09
Al1 9.703 -5.481 1.810  0.74
C27 -5.890 -2.027 1.950  0.00
C28 -6.805 -3.212 1.848  -0.66
O4 -6.737 -4.154 2.602  0.07
O5 -7.704 -3.151 0.853  -0.40
H58 -5.196 -2.158 2.772  0.08
H59 -5.329 -1.917 1.023  0.08
H60 -6.465 -1.116 2.113  0.10
C29 4.465 -7.049 1.327  -0.96
O6 4.037 -8.192 1.185  0.11
O7 4.640 -6.471 2.433  0.23
O8 4.799 -6.263 0.397  0.21
Ca1 -9.076 -4.425 0.190  1.67
F5 8.691 -3.295 3.565  -0.67

Properties
LUMO energy = -4.908 eV

4.
C29H60B2F5N3O7 | wB97M-V/def2-TZVPD

Each line ends with the Löwdin charge.
Positions of all 106 atoms, in Å:
C1 4.766 -1.810 5.163  -0.10
C2 3.286 -1.348 5.414  -0.12
B1 2.732 -0.390 4.278  -0.37
O1 3.666 0.150 3.366  0.12
C3 1.205 0.036 3.970  -0.14
B2 1.348 1.636 3.857  -0.39
O2 2.139 2.217 4.860  0.13
C4 0.701 2.546 2.740  -0.11
C5 0.088 3.808 3.472  -0.09
O3 0.961 -0.708 2.741  0.10
C6 0.853 -1.996 3.244  -0.53
O4 1.172 -2.978 2.752  0.26
O5 0.317 -1.927 4.533  0.09
C7 0.069 -0.541 4.846  -0.22
C8 0.243 -0.123 6.322  0.03
C9 -0.526 -1.042 7.315  -0.51
O6 -0.356 -2.185 7.339  0.20
O7 -1.391 -0.392 8.174  0.09
C10 -1.395 -0.248 4.406  -0.32
F1 -2.062 0.530 5.284  0.15
F2 -1.471 0.432 3.240  0.14
C11 -2.304 -1.505 4.197  -0.56
F3 -2.337 -2.320 5.216  0.23
F4 -2.057 -2.119 3.059  0.20
F5 -3.557 -1.030 4.063  0.15
H1 4.788 -2.448 4.270  0.08
H2 5.381 -0.908 5.043  0.07
H3 5.093 -2.346 6.066  0.07
H4 3.287 -0.818 6.388  0.11
H5 2.672 -2.257 5.532  0.12
H6 3.763 -0.494 2.641  0.13
H7 3.000 2.489 4.506  0.13
H8 1.546 2.946 2.143  0.11
H9 -0.033 2.042 2.103  0.09
H10 -0.827 4.158 2.976  0.07
H11 -0.166 3.558 4.518  0.07
H12 0.830 4.615 3.551  0.07
H13 -0.006 0.938 6.469  0.14
H14 1.293 -0.208 6.645  0.13
H15 -0.841 0.293 8.590  0.12
C12 4.354 0.832 -0.424  -0.08
C13 4.290 -0.499 -1.161  -0.27
N1 3.238 -1.385 -0.691  -0.19
C14 3.340 -2.730 -1.242  -0.24
C15 3.152 -2.902 -2.755  -0.09
C16 1.897 -0.821 -0.670  -0.25
C17 1.316 -0.313 -1.994  -0.08
H16 4.498 0.683 0.648  0.06
H17 5.196 1.418 -0.797  0.08
H18 3.454 1.430 -0.574  0.07
H19 5.253 -0.999 -1.016  0.12
H20 4.205 -0.294 -2.239  0.10
H21 2.626 -3.377 -0.725  0.11
H22 4.324 -3.128 -0.976  0.11
H23 2.103 -2.840 -3.042  0.05
H24 3.502 -3.893 -3.055  0.07
H25 3.717 -2.170 -3.332  0.06
H26 1.887 0.006 0.046  0.09
H27 1.208 -1.552 -0.239  0.11
H28 2.046 0.240 -2.588  0.07
H29 0.481 0.363 -1.794  0.07
H30 0.921 -1.128 -2.601  0.05
C18 -6.495 2.755 -1.081  -0.09
C19 -5.326 1.805 -0.862  -0.28
N2 -4.886 1.721 0.520  -0.19
C20 -3.632 0.998 0.673  -0.25
C21 -3.615 -0.493 0.318  -0.08
C22 -5.914 1.396 1.496  -0.24
C23 -6.668 0.071 1.328  -0.08
H31 -6.250 3.764 -0.746  0.08
H32 -6.734 2.803 -2.145  0.07
H33 -7.397 2.425 -0.564  0.06
H34 -4.491 2.170 -1.468  0.12
H35 -5.599 0.819 -1.268  0.10
H36 -3.281 1.114 1.702  0.10
H37 -2.876 1.500 0.060  0.11
H38 -4.084 -1.099 1.091  0.05
H39 -2.580 -0.837 0.235  0.07
H40 -4.103 -0.701 -0.635  0.07
H41 -6.648 2.206 1.501  0.10
H42 -5.474 1.428 2.497  0.11
H43 -6.933 -0.129 0.289  0.07
H44 -7.598 0.103 1.900  0.07
H45 -6.095 -0.773 1.708  0.05
C24 1.445 1.463 -9.143  -0.09
C25 1.560 0.198 -8.303  -0.28
N3 1.227 0.389 -6.902  -0.20
C26 1.565 -0.762 -6.077  -0.25
C27 0.815 -2.074 -6.333  -0.08
C28 -0.072 0.987 -6.633  -0.25
C29 -1.317 0.260 -7.155  -0.08
H46 2.086 2.254 -8.751  0.08
H47 1.758 1.252 -10.167  0.07
H48 0.420 1.834 -9.190  0.06
H49 2.597 -0.142 -8.368  0.12
H50 0.944 -0.585 -8.770  0.10
H51 1.443 -0.490 -5.024  0.09
H52 2.636 -0.957 -6.193  0.11
H53 -0.195 -2.049 -5.925  0.06
H54 1.335 -2.896 -5.835  0.06
H55 0.757 -2.321 -7.394  0.07
H56 -0.073 1.999 -7.046  0.10
H57 -0.175 1.138 -5.555  0.11
H58 -1.183 -0.125 -8.167  0.07
H59 -2.162 0.952 -7.180  0.07
H60 -1.608 -0.566 -6.506  0.05

Properties
SMILES = CCB(O)C1(B(O)CC)OC(=O)O[C@]1(CC(=O)O)C(F)(F)C(F)(F)F.CCN(CC)CC.CCN(CC)CC.CCN(CC)CC
LUMO energy = 0.098 eV

Number 1: gap between HOMO and LUMO 7.46 eV. Number 2: gap between HOMO and LUMO 5.51 eV. Number 3: gap between HOMO and LUMO 0.81 eV. Number 4: gap between HOMO and LUMO 8.12 eV.